Formula: C20H40Cl20
Source: OMol25
Level of theory: ωB97M-V/def2-TZVPD

```
80
Properties=species:S:1:pos:R:3:forces:R:3
Cl -2.332425 -33.343182 -18.436948 1.19 -0.02 -0.10
C -3.980278 -33.816211 -18.799410 -0.65 -0.24 1.08
C -4.830353 -32.944897 -17.834225 0.86 0.63 -1.33
Cl -6.484354 -33.001251 -18.345045 -1.46 -0.27 -0.11
H -4.060697 -34.893420 -18.653627 -0.14 0.12 0.30
H -4.188502 -33.645680 -19.855665 -0.12 0.45 0.25
H -4.515268 -31.924760 -18.053642 0.05 0.05 0.21
H -4.755289 -33.050515 -16.751952 0.26 -0.72 -0.27
Cl 3.818234 -31.063704 -23.423634 1.17 -0.59 0.05
C 5.390021 -31.832439 -22.883023 0.26 0.12 -0.05
C 5.178046 -32.721980 -21.678985 0.07 -0.67 0.69
Cl 4.307438 -31.928680 -20.363253 -0.63 0.67 0.50
H 6.144762 -31.062198 -22.724314 -0.55 0.41 0.53
H 5.886791 -32.391343 -23.676091 -0.77 -0.34 -0.31
H 6.061241 -33.040907 -21.125498 0.57 0.19 -0.82
H 4.642393 -33.655130 -21.853335 -0.15 0.27 -0.51
Cl -1.621799 -35.306551 -13.120868 -0.88 0.39 0.31
C -0.330390 -36.373792 -13.544264 1.75 -0.70 -0.68
C -0.109904 -36.351102 -15.040016 -0.97 1.00 -0.48
Cl 0.923561 -37.572817 -15.684257 1.15 -1.54 0.02
H -0.465491 -37.412105 -13.241369 -0.32 0.24 0.41
H 0.584974 -35.956629 -13.124507 -0.08 -0.30 0.47
H 0.398359 -35.428029 -15.318777 -0.67 0.26 -0.11
H -1.044137 -36.536129 -15.570174 -0.09 0.66 0.12
Cl 4.623188 -36.970197 -15.759790 0.15 0.25 -0.48
C 3.927588 -36.632801 -14.195477 -0.01 1.38 1.05
C 3.794420 -37.859506 -13.378499 -0.04 -1.16 0.06
Cl 5.345238 -38.478447 -12.711466 0.02 0.38 0.13
H 2.985579 -36.085805 -14.234226 -0.44 -0.59 -0.75
H 4.481410 -35.874291 -13.642261 0.84 -0.21 -0.20
H 3.502217 -38.695860 -14.013506 -0.57 0.21 0.19
H 3.099331 -37.690329 -12.556104 0.11 -0.20 0.00
Cl 2.734762 -33.957974 -16.203055 0.42 -0.57 -0.11
C 2.332577 -32.495901 -17.143496 1.27 -0.25 0.10
C 0.857838 -32.331339 -17.109461 -0.06 1.81 -0.60
Cl 0.373407 -31.964411 -15.436025 -0.54 -0.47 0.11
H 2.803479 -32.546116 -18.125235 -0.53 -0.56 -0.28
H 2.927340 -31.703891 -16.688424 -0.68 0.24 0.38
H 0.285590 -33.105157 -17.621163 0.11 -0.30 0.65
H 0.626380 -31.398691 -17.623935 -0.02 -0.02 -0.27
Cl 2.577495 -38.194607 -19.692958 0.16 -0.81 0.22
C 2.053713 -36.740301 -18.837800 1.41 1.31 -0.44
C 2.759871 -35.553482 -19.628871 -1.49 -0.46 0.47
Cl 4.555307 -35.473741 -19.341038 -1.20 -0.18 -0.23
H 2.392941 -36.704645 -17.802549 0.17 -0.38 -0.17
H 0.966213 -36.812473 -18.822123 0.07 0.78 -0.34
H 2.325884 -34.579200 -19.404075 0.25 0.01 0.55
H 2.499934 -35.692885 -20.678199 0.73 -0.16 -0.11
Cl 7.664095 -32.599771 -16.694097 -0.10 -0.60 0.00
C 6.075520 -32.913683 -15.912407 -0.01 1.37 0.96
C 6.173079 -32.437371 -14.433043 0.23 0.29 -0.53
Cl 6.442690 -30.617469 -14.440141 -0.07 -0.95 0.19
H 5.730647 -33.941264 -16.027483 0.31 0.06 -0.02
H 5.432235 -32.205967 -16.435309 -0.33 -0.42 0.03
H 6.997936 -32.937022 -13.925043 0.22 0.35 -0.15
H 5.306946 -32.580023 -13.786864 -0.31 -0.12 -0.59
Cl -4.302140 -28.394992 -16.968062 -0.24 -0.40 0.09
C -3.217348 -28.313329 -18.353940 1.89 0.26 -0.12
C -2.237726 -29.528637 -18.483615 -1.31 0.26 -0.19
Cl -1.119157 -29.222265 -19.822070 0.20 0.14 -0.33
H -2.605907 -27.425405 -18.193191 0.04 -0.02 0.08
H -3.754436 -28.102531 -19.278709 -0.19 -0.54 0.13
H -2.820348 -30.405919 -18.764726 0.19 -0.07 0.18
H -1.599353 -29.754456 -17.629458 -0.49 0.32 0.23
Cl 2.506184 -29.221206 -18.159645 -0.57 0.02 0.13
C 4.257608 -28.857530 -18.151860 -0.54 -0.86 -0.34
C 4.546832 -27.761072 -17.188120 0.66 0.93 -0.43
Cl 6.331339 -27.559273 -17.237779 0.25 -0.21 0.50
H 4.468453 -28.698276 -19.209360 0.48 0.26 0.36
H 4.739663 -29.760991 -17.778375 0.13 0.02 -0.31
H 4.165977 -28.029243 -16.202652 0.39 0.19 0.07
H 4.257533 -26.755228 -17.492532 -0.76 -0.38 0.04
Cl 2.725546 -29.197664 -12.896322 -0.50 0.08 -0.26
C 1.040052 -28.875599 -13.506194 0.62 -0.18 0.20
C 1.095805 -27.977960 -14.715671 0.85 0.12 0.58
Cl -0.465002 -28.068956 -15.484747 -0.92 0.17 -0.61
H 0.519729 -28.368242 -12.693820 -0.14 -0.41 -0.09
H 0.599855 -29.826127 -13.807556 0.07 0.09 0.46
H 1.860098 -28.311042 -15.417818 -0.12 0.12 0.02
H 1.271794 -26.956914 -14.377153 0.11 0.01 -0.38
```
Forces are in eV/Å.

LUMO level	0.2	eV
spin multiplicity	1
frontier orbital gap	10.802	eV
relative energy (zero: lowest compared OMol25 entry of this formula, charge and spin)	204.2	kJ/mol